No. 1
15
Properties=species:S:1:pos:R:3 method="wB97M-V/def2-TZVPD" smiles="C=C1C=NC=CN1N" relative_energy_kj_mol=323.7 max_force_ev_per_a=3.04 homo_lumo_gap_ha=0.3058 charge=0 lumo_ev=0.76
N -2.508 0.430 0.022
N 0.105 -0.441 -0.045
N 1.387 -1.000 -0.265
C -0.904 -1.217 -0.480
C -1.563 1.260 0.235
C 0.876 1.742 0.649
C -2.192 -0.852 -0.426
C -0.066 0.919 0.221
H -3.032 -1.512 -0.843
H -1.691 2.384 0.548
H 1.843 1.303 0.636
H 0.595 2.830 0.820
H 1.930 -1.064 0.581
H -0.552 -2.117 -0.786
H 1.859 -0.532 -1.057

=====

No. 2
15
Properties=species:S:1:pos:R:3 method="wB97M-V/def2-TZVPD" relative_energy_kj_mol=599.6 max_force_ev_per_a=6.99 homo_lumo_gap_ha=0.3275 charge=0 lumo_ev=0.70
N 1.625 -0.627 0.558
N -1.040 1.687 -1.425
N 0.253 1.850 -1.584
C -1.666 0.624 -0.701
C 1.070 -1.735 1.437
C -0.797 -0.092 0.165
C 0.776 0.049 -0.016
C 1.061 1.019 -0.938
H -1.566 2.322 -1.820
H 2.066 1.433 -0.828
H -1.358 -0.984 0.680
H 0.719 -1.049 2.351
H -0.224 -2.146 1.235
H -2.757 0.507 -0.614
H 1.838 -2.859 1.499

=====

No. 3
15
Properties=species:S:1:pos:R:3 method="wB97M-V/def2-TZVPD" relative_energy_kj_mol=761.8 max_force_ev_per_a=8.77 homo_lumo_gap_ha=0.2767 charge=0 lumo_ev=-0.66
N -2.864 1.325 -0.752
N -1.675 1.557 -0.116
N 0.134 -1.537 -0.488
C -0.889 -0.923 -0.401
C 0.575 0.494 0.572
C -0.835 0.485 0.070
C 1.144 -0.678 0.031
C 2.551 -0.735 0.512
H 3.321 -1.848 -0.044
H 1.422 1.295 0.945
H -3.707 2.059 -0.631
H 3.044 0.477 0.522
H -3.214 0.427 -1.248
H -1.835 -1.368 -0.782
H 2.827 -1.032 1.811

=====

Copy entry 3 word for word.
15
Properties=species:S:1:pos:R:3 method="wB97M-V/def2-TZVPD" relative_energy_kj_mol=761.8 max_force_ev_per_a=8.77 homo_lumo_gap_ha=0.2767 charge=0 lumo_ev=-0.66
N -2.864 1.325 -0.752
N -1.675 1.557 -0.116
N 0.134 -1.537 -0.488
C -0.889 -0.923 -0.401
C 0.575 0.494 0.572
C -0.835 0.485 0.070
C 1.144 -0.678 0.031
C 2.551 -0.735 0.512
H 3.321 -1.848 -0.044
H 1.422 1.295 0.945
H -3.707 2.059 -0.631
H 3.044 0.477 0.522
H -3.214 0.427 -1.248
H -1.835 -1.368 -0.782
H 2.827 -1.032 1.811